Density functional theory data (wB97M-V/def2-TZVPD) for 9 unconnected molecules or ions with the total composition C21H36N10O16.

Results
Charge = 0
HOMO level = -9.1 eV
SMILES string = C#CCCCc1ccc2nccnc2c1.C[N+](=O)[O-].C[N+](=O)[O-].C[N+](=O)[O-].C[N+](=O)[O-].C[N+](=O)[O-].C[N+](=O)[O-].C[N+](=O)[O-].C[N+](=O)[O-]
LUMO level = -0.6 eV
Calculated total energy = -2572.39127 a.u.
HOMO-LUMO gap = 8.49 eV

XYZ file:
```
83
Properties=species:S:1:pos:R:3:lowdin_charge:R:1
C 1.504 3.867 2.768 0.131
C 0.751 3.158 3.376 -0.147
C -0.141 2.228 4.064 -0.201
C -1.626 2.470 3.703 -0.181
C -1.867 2.938 2.267 -0.155
C -1.184 2.134 1.184 -0.198
C -0.743 0.801 1.384 -0.013
C -0.082 0.136 0.405 -0.022
C 0.184 0.732 -0.843 -0.216
N 0.888 0.031 -1.773 0.161
C 1.091 0.677 -2.892 -0.134
C 0.603 1.976 -3.139 -0.123
N -0.077 2.670 -2.260 0.117
C -0.284 2.039 -1.068 -0.204
C -0.970 2.711 -0.035 0.031
H 2.196 4.455 2.215 0.015
H -0.011 2.382 5.136 0.121
H 0.161 1.211 3.848 0.070
H -2.227 1.597 3.956 0.109
H -1.991 3.263 4.357 0.111
H -1.585 3.982 2.153 0.113
H -2.941 2.893 2.065 0.124
H -0.935 0.316 2.328 0.104
H 0.266 -0.873 0.570 0.093
H 1.661 0.184 -3.669 0.081
H 0.813 2.445 -4.094 0.110
H -1.302 3.724 -0.226 0.126
C 1.644 5.472 -2.238 0.048
N 2.862 5.598 -1.391 -0.448
O 3.875 6.022 -1.904 0.069
O 2.757 5.253 -0.231 0.046
H 1.887 5.811 -3.238 0.095
H 1.350 4.428 -2.232 0.056
H 0.869 6.086 -1.791 0.104
C -1.779 -0.706 -3.845 0.025
N -2.750 -1.713 -4.347 -0.454
O -2.334 -2.816 -4.630 0.074
O -3.912 -1.363 -4.427 0.053
H -0.798 -1.161 -3.817 0.085
H -1.805 0.139 -4.528 0.104
H -2.098 -0.412 -2.850 0.084
C -3.943 -2.676 -0.959 0.063
N -2.621 -2.438 -0.328 -0.408
O -1.690 -2.027 -0.992 0.062
O -2.564 -2.669 0.865 0.053
H -3.900 -2.441 -2.016 0.079
H -4.187 -3.721 -0.799 0.107
H -4.652 -2.037 -0.448 0.091
C 2.674 -2.442 -0.955 0.037
N 3.529 -3.468 -0.298 -0.448
O 3.756 -3.347 0.890 0.051
O 3.955 -4.363 -0.998 0.062
H 2.383 -1.713 -0.210 0.069
H 3.259 -1.979 -1.740 0.066
H 1.806 -2.945 -1.370 0.105
C 5.295 -1.412 -5.107 0.057
N 4.043 -1.186 -4.336 -0.440
O 4.097 -0.483 -3.344 0.045
O 3.036 -1.723 -4.746 0.068
H 6.097 -0.873 -4.619 0.096
H 5.478 -2.483 -5.113 0.105
H 5.123 -1.048 -6.115 0.102
C 4.240 0.476 2.364 0.057
N 3.133 0.599 3.350 -0.429
O 3.334 1.222 4.365 0.088
O 2.083 0.055 3.057 0.029
H 5.102 1.003 2.754 0.095
H 4.442 -0.584 2.234 0.094
H 3.889 0.915 1.435 0.101
C -0.170 -2.607 3.260 0.048
N -1.322 -2.414 4.183 -0.444
O -1.199 -1.621 5.094 0.066
O -2.321 -3.059 3.947 0.048
H 0.639 -1.962 3.581 0.077
H 0.108 -3.656 3.306 0.106
H -0.519 -2.350 2.263 0.065
C -5.960 -3.678 2.307 0.058
N -6.815 -2.891 1.374 -0.441
O -7.582 -2.083 1.845 0.081
O -6.671 -3.107 0.183 0.033
H -6.195 -3.376 3.320 0.098
H -6.185 -4.727 2.141 0.103
H -4.922 -3.464 2.060 0.082
```